[1]
Here is a 2-piece molecular cluster, C3H10NS overall from OMol25. Energies are from ωB97M-V/def2-TZVPD.

The value obtained for the gap between HOMO and LUMO is 6.35 eV. The calculation puts the HOMO energy at -2.31 eV. For the LUMO energy, the calculation gives 4.0 eV. The calculation puts the largest force on an atom at 0.0801 Eh/bohr. As for the spin multiplicity: 1. The energy relative to the best compared isomer or geometry (same formula, charge and spin) comes out at 1.328 eV. The charge is -1. For the molar mass, the calculation gives 92.2 g mol⁻¹. Its calculated total energy is -573.23333 Ha.

Each line ends with the natural charge from an NBO analysis.
Positions of all 15 atoms, in Å:
C -2.04120 1.32433 1.09403  -0.739
S -0.24679 1.42090 1.31512  -0.709
H -2.30285 1.96929 0.15769  0.166
H -2.49714 1.89579 1.98101  0.173
H -2.45443 0.36796 1.00176  0.173
C 0.58376 -1.24700 -2.47988  -0.618
C 1.43139 -1.35352 -1.18981  -0.229
N 0.62703 -1.50490 0.12554  -0.885
H 0.51269 -2.24578 -2.98222  0.177
H 0.98466 -0.55108 -3.22412  0.195
H -0.43372 -1.01272 -2.29789  0.220
H 1.97769 -0.35760 -1.10799  0.173
H 2.19122 -2.17055 -1.31610  0.166
H 0.33202 -0.64084 0.57554  0.409
H 1.40555 -1.79748 0.74561  0.326

[2]
Here is the molecule C4H12N2O from OMol25. Energies are from ωB97M-V/def2-TZVPD.

The value obtained for the gap between HOMO and LUMO is 9.69 eV. The calculation puts the HOMO energy at -8.78 eV. For the LUMO energy, the calculation gives 0.9 eV. The calculation puts the largest force on an atom at 0.0654 Eh/bohr. As for the spin multiplicity: 1. The energy relative to the best compared isomer or geometry (same formula, charge and spin) comes out at 2.141 eV. The SMILES is NCCNCCO. The charge is 0. For the molar mass, the calculation gives 104.2 g mol⁻¹. Its calculated total energy is -344.30633 Ha.

Each line ends with the natural charge from an NBO analysis.
Positions of all 19 atoms, in Å:
N -1.43746 0.10492 2.82362  -0.807
C -1.03997 -0.77426 1.71772  -0.245
C -1.14106 -0.16882 0.30440  -0.232
N 0.10773 0.61510 -0.03016  -0.691
C 1.27160 -0.15566 -0.33102  -0.256
C 1.68159 0.19365 -1.78314  -0.067
O 0.58695 0.03501 -2.68333  -0.724
H -0.69491 0.80643 2.79420  0.335
H -2.25836 0.65261 2.58983  0.347
H -1.75625 -1.60486 1.65172  0.184
H -0.04860 -1.18315 1.88294  0.197
H -1.11890 -0.94669 -0.45810  0.197
H -1.95060 0.54884 0.17850  0.194
H 0.01903 1.41496 0.57471  0.377
H 2.09047 0.13704 0.32970  0.195
H 1.11410 -1.23138 -0.30839  0.193
H 1.81034 1.27952 -1.68547  0.149
H 2.55197 -0.32550 -2.16663  0.182
H -0.10912 0.42457 -2.13528  0.470

[3]
Here is C24H26As2N2O2Rh as an isolated structure from OMol25. Energies are from ωB97M-V/def2-TZVPD.

The value obtained for the gap between HOMO and LUMO is 6.70 eV. The calculation puts the HOMO energy at -10.61 eV. For the LUMO energy, the calculation gives -3.9 eV. The calculation puts the largest force on an atom at 0.0095 Eh/bohr. As for the spin multiplicity: 1. The energy relative to the best compared isomer or geometry (same formula, charge and spin) comes out at 0.671 eV. The charge is +1. For the molar mass, the calculation gives 627.2 g mol⁻¹. Its calculated total energy is -5772.03562 Ha.

Each line ends with the natural charge from an NBO analysis.
Positions of all 57 atoms, in Å:
Rh 0.54423 0.38699 0.29673  0.570
O 0.46146 2.22852 -0.49025  -0.745
C 1.42330 2.76932 -1.21844  0.453
C 1.34933 4.15470 -1.44356  -0.304
C 2.30024 4.80933 -2.19074  -0.139
C 3.37302 4.11687 -2.76225  -0.259
C 3.45603 2.76237 -2.57129  -0.119
C 2.49931 2.06097 -1.80977  -0.269
C 2.69355 0.64590 -1.68527  0.185
N 1.95445 -0.16168 -1.00408  -0.359
N 2.31212 -1.50494 -0.99517  -0.394
C 1.76454 -2.10772 0.01204  0.534
O 0.95896 -1.52243 0.87376  -0.703
C 2.02337 -3.55059 0.22284  -0.078
C 2.79866 -4.26730 -0.68794  -0.176
C 3.02374 -5.61849 -0.49103  -0.210
C 2.48356 -6.26363 0.61461  -0.182
C 1.72198 -5.55138 1.52904  -0.215
C 1.49307 -4.19771 1.33512  -0.199
H 0.51447 4.69705 -1.01941  0.219
H 2.21221 5.87841 -2.33616  0.225
H 4.11878 4.63879 -3.34405  0.230
H 4.27262 2.20163 -3.01033  0.218
H 3.53130 0.19222 -2.20930  0.219
H 3.21758 -3.75642 -1.54332  0.235
H 3.62561 -6.17115 -1.19991  0.224
H 2.66314 -7.31982 0.76564  0.224
H 1.31264 -6.04785 2.39873  0.221
H 0.92745 -3.63253 2.06359  0.221
C -1.97357 -2.20440 0.86279  -0.948
As -1.42829 -0.69949 -0.20374  1.438
C -1.35952 -1.28556 -2.03220  -0.962
C -2.85589 0.58249 -0.00958  -0.420
C -4.05622 0.51367 -0.70184  -0.190
C -5.00719 1.50742 -0.51008  -0.178
C -4.75832 2.55534 0.36467  -0.175
C -3.56453 2.61315 1.07278  -0.217
C -2.61189 1.62208 0.88834  -0.248
As -0.92301 1.53317 1.82707  1.190
C -0.44459 3.34639 2.25799  -0.936
C -1.35139 0.77613 3.55775  -0.946
H -2.78670 -2.69392 0.32614  0.250
H -2.34450 -1.84591 1.82000  0.247
H -1.14163 -2.88733 1.00161  0.276
H -2.30931 -1.73768 -2.31516  0.248
H -0.55657 -2.01488 -2.13342  0.269
H -1.15082 -0.41836 -2.65494  0.264
H -4.25711 -0.29414 -1.39512  0.223
H -5.94192 1.46785 -1.05277  0.235
H -5.49732 3.33453 0.49416  0.235
H -3.38536 3.43447 1.75552  0.223
H -1.18687 3.74741 2.94689  0.239
H -0.40822 3.92666 1.34146  0.264
H 0.53301 3.35341 2.73580  0.257
H -2.19271 1.30519 4.00237  0.244
H -0.47727 0.87189 4.20038  0.253
H -1.59298 -0.27902 3.45327  0.241

[4]
Here is C58H56FGeI2NO3P3RbS2 as an isolated structure from OMol25. Energies are from ωB97M-V/def2-TZVPD.

The value obtained for the gap between HOMO and LUMO is 7.65 eV. The calculation puts the HOMO energy at -7.49 eV. For the LUMO energy, the calculation gives 0.2 eV. The calculation puts the largest force on an atom at 0.0170 Eh/bohr. As for the spin multiplicity: 1. The energy relative to the best compared isomer or geometry (same formula, charge and spin) comes out at 0.443 eV. The charge is 0. For the molar mass, the calculation gives 1403.0 g mol⁻¹. Its calculated total energy is -7141.03914 Ha.

Each line ends with the Mulliken charge.
Positions of all 128 atoms, in Å:
Rb -0.16474 0.13137 -0.45369  0.840
F -5.00695 -0.82645 3.37322  -0.550
Ge -3.37757 -1.20986 2.80201  1.675
C -2.39100 -0.10057 4.12685  -0.384
C -2.91879 -0.55490 5.36041  -0.984
C -2.58644 -0.00772 6.58476  -0.871
C -1.70512 1.06437 6.63681  -1.089
C -1.18153 1.53570 5.45120  -0.084
C -1.47773 0.95918 4.20695  0.631
P -0.77005 1.80222 2.74576  1.840
C 1.00108 1.99967 3.13013  1.319
C 1.68362 1.25751 4.09443  -1.121
C 3.07072 1.32857 4.19562  -0.394
C 3.79686 2.15697 3.35084  -0.935
C 3.12826 2.89020 2.37872  -0.850
C 1.74961 2.79739 2.25500  -0.550
C -1.51680 3.44516 3.05204  0.706
C -0.79124 4.63467 3.12180  -0.389
C -1.43481 5.84560 3.35714  -0.715
C -2.80684 5.88365 3.54771  -0.776
C -3.53582 4.70275 3.48758  -0.495
C -2.89915 3.49917 3.22715  -0.605
C -3.87258 -1.34650 0.88098  0.045
C -4.41911 -2.63072 0.70567  -1.222
C -5.09302 -3.02676 -0.43959  -0.406
C -5.27859 -2.11946 -1.46951  -1.389
C -4.74953 -0.84642 -1.33184  0.137
C -4.03540 -0.44822 -0.19618  0.651
P -3.29871 1.23146 -0.18846  1.610
C -4.70333 2.31637 0.21537  0.454
C -5.97482 1.82597 0.51807  -0.752
C -7.00687 2.69599 0.85012  -0.734
C -6.78851 4.06622 0.86121  -0.718
C -5.52427 4.56182 0.57184  -0.752
C -4.48390 3.69312 0.27601  -0.399
C -3.04530 1.51965 -2.00311  0.566
C -3.48283 2.67532 -2.64581  -0.999
C -3.22108 2.87915 -3.99664  -0.675
C -2.52745 1.93471 -4.73786  -0.920
C -2.10062 0.77065 -4.11522  -0.586
C -2.35747 0.57570 -2.76775  0.676
C -3.18635 -3.04198 3.47231  -0.206
C -4.29476 -3.56552 4.15623  -0.282
C -4.25074 -4.84087 4.69586  -0.772
C -3.10510 -5.62094 4.56043  -0.847
C -2.01440 -5.11756 3.87458  -0.207
C -2.04837 -3.83086 3.32612  -0.625
P -0.66757 -3.16894 2.33824  2.198
C -0.36579 -4.55055 1.18418  0.056
C 0.75660 -5.38024 1.17292  -0.135
C 0.87333 -6.39898 0.23201  -0.774
C -0.13279 -6.61293 -0.69833  -0.660
C -1.25836 -5.79966 -0.68909  -0.488
C -1.36775 -4.77248 0.23386  -0.672
C 0.72849 -3.11179 3.49767  0.709
C 2.04120 -2.99015 3.02501  -0.808
C 3.09062 -2.77154 3.90635  -0.596
C 2.84710 -2.64901 5.27026  -0.760
C 1.55046 -2.75768 5.74809  -0.692
C 0.49936 -2.99464 4.86914  -0.836
H -3.64121 -1.35784 5.38698  0.237
H -3.03679 -0.40746 7.48539  0.471
H -1.44513 1.53653 7.57599  0.419
H -0.52316 2.39741 5.47324  0.508
H 1.14810 0.58566 4.75834  0.202
H 3.57593 0.73031 4.94525  0.451
H 4.87486 2.21831 3.43421  0.435
H 3.67909 3.51028 1.68105  0.423
H 1.25743 3.31451 1.43816  0.237
H 0.28322 4.62409 3.01105  0.400
H -0.85177 6.75758 3.40833  0.442
H -3.30619 6.82433 3.74813  0.381
H -4.60865 4.71227 3.63043  0.497
H -3.49397 2.59301 3.18120  0.149
H -4.33331 -3.37220 1.49026  0.128
H -5.48057 -4.03674 -0.50495  0.445
H -5.82081 -2.38836 -2.36820  0.394
H -4.88251 -0.13458 -2.13716  0.652
H -6.16600 0.76096 0.50317  0.326
H -7.98462 2.29713 1.09080  0.434
H -7.59619 4.74558 1.10583  0.380
H -5.33552 5.62816 0.60266  0.435
H -3.49063 4.09379 0.10152  0.468
H -4.04480 3.43093 -2.11203  0.417
H -3.57276 3.78977 -4.46736  0.408
H -2.31635 2.10849 -5.78545  0.402
H -1.53251 0.02254 -4.65572  0.316
H -2.02773 -0.36462 -2.33782  -0.163
H -5.19135 -2.96556 4.26024  0.588
H -5.11378 -5.23187 5.22146  0.436
H -3.07133 -6.61879 4.98038  0.426
H -1.12633 -5.72660 3.74376  0.485
H 1.53523 -5.25670 1.91287  0.513
H 1.75035 -7.03563 0.24013  0.449
H -0.03983 -7.40913 -1.42674  0.402
H -2.04785 -5.95072 -1.41578  0.438
H -2.24025 -4.12743 0.21393  0.165
H 2.24044 -3.03504 1.96299  0.358
H 4.10222 -2.68425 3.52672  0.457
H 3.66925 -2.47137 5.95324  0.438
H 1.35117 -2.66155 6.80890  0.436
H -0.51180 -3.07302 5.25237  0.259
I 4.15570 0.61548 -0.70200  0.048
C 4.20683 2.10042 -2.20875  -0.471
I 3.37665 3.97063 -1.69169  0.013
H 3.65059 1.71604 -3.05907  -0.169
H 5.24897 2.25334 -2.45142  0.476
O 1.76511 -2.10174 -0.86550  -0.407
H 2.05970 -2.76277 -1.50459  0.203
H 1.08373 -2.59865 -0.39080  0.007
O -0.22424 2.87008 -0.68799  0.043
H -0.25589 3.80784 -0.89456  0.145
H 0.19850 2.44410 -1.46835  0.128
O 1.39948 -0.53826 1.53530  1.512
H 1.94819 -0.31388 0.77852  -0.480
H 2.02078 -0.46707 2.27073  -0.279
S 2.28287 0.57843 -5.05817  -0.457
C 1.48552 1.03490 -3.69930  -0.285
N 0.95779 1.35552 -2.70485  -0.747
C -2.24971 -3.23096 -3.50210  -0.929
S -0.76215 -2.68092 -2.66803  0.507
C 0.37713 -2.51638 -4.04588  -1.102
H -2.58075 -2.50351 -4.24557  0.364
H -3.03059 -3.31995 -2.74392  0.008
H -2.11888 -4.20246 -3.98187  0.436
H 0.73956 -3.48521 -4.38927  0.392
H 1.21641 -1.89726 -3.72817  0.125
H -0.08392 -1.98587 -4.87922  0.365

Q: Which of these has the lowest energy relative to the best compared isomer or geometry (same formula, charge and spin)?
A: C58H56FGeI2NO3P3RbS2